(1)
Computed, not measured: C15H23N5O2 in the gas phase, with ωB97M-V/def2-TZVPD.

Its multiplicity is 1. The SMILES is CCOC(=O)c1cnc2c(cnn2C)c1NCCCN(C)C. As for the total charge: 0. The value obtained for the energy above the lowest of the compared OMol25 structures with the same formula, charge and spin is 46.70 kcal/mol. The value obtained for the highest occupied orbital energy is -0.300 Eh.

Atoms and positions in Å:
C: 4.895 -1.841 -0.130
C: 3.504 -2.456 -0.064
O: 2.558 -1.694 -0.810
C: 2.022 -0.625 -0.202
O: 2.306 -0.333 0.951
C: 1.069 0.095 -1.042
C: 0.887 -0.322 -2.375
N: 0.037 0.189 -3.228
C: -0.686 1.203 -2.737
C: -0.624 1.743 -1.427
C: -1.558 2.808 -1.477
N: -2.117 2.891 -2.660
N: -1.597 1.920 -3.421
C: -1.992 1.731 -4.786
C: 0.292 1.165 -0.511
N: 0.488 1.594 0.744
C: -0.472 2.226 1.611
C: -0.994 1.217 2.640
C: -1.850 0.123 1.986
N: -1.737 -1.134 2.711
C: -2.925 -1.951 2.587
C: -0.561 -1.877 2.307
H: 5.601 -2.482 0.390
H: 4.891 -0.863 0.344
H: 5.208 -1.731 -1.166
H: 3.489 -3.447 -0.523
H: 3.168 -2.522 0.977
H: 1.486 -1.140 -2.749
H: -1.830 3.527 -0.729
H: -1.821 2.647 -5.354
H: -3.051 1.477 -4.840
H: -1.392 0.920 -5.192
H: 1.214 1.070 1.234
H: 0.021 3.057 2.127
H: -1.302 2.618 1.028
H: -1.578 1.740 3.397
H: -0.145 0.754 3.144
H: -2.896 0.437 1.990
H: -1.551 -0.007 0.931
H: -3.132 -2.254 1.548
H: -2.799 -2.849 3.189
H: -3.784 -1.399 2.968
H: -0.451 -2.748 2.952
H: -0.621 -2.220 1.260
H: 0.328 -1.259 2.411

Forces on the atoms, in the same order (eV/Å):
C -0.413 -0.007 -0.054
C 0.413 -0.176 0.418
O -0.149 0.142 -0.208
C -0.040 0.010 0.171
O 0.122 -0.104 -0.094
C -0.067 0.089 0.057
C -0.096 0.038 -0.042
N -0.088 -0.087 -0.488
C 0.277 0.021 0.834
C -0.031 -0.383 -0.501
C -0.041 0.046 -0.114
N -0.451 0.541 0.069
N 0.377 -0.261 0.331
C -0.200 0.047 -0.356
C 0.270 -0.036 -0.270
N 0.349 -0.249 0.133
C -0.229 0.153 0.342
C -0.106 0.057 -0.406
C 0.179 0.071 0.177
N -0.144 0.019 0.014
C 0.029 0.038 0.021
C -0.016 0.054 0.100
H 0.111 -0.062 0.047
H 0.047 0.045 0.040
H 0.077 -0.014 -0.072
H -0.037 0.116 0.075
H 0.035 -0.079 -0.206
H 0.073 -0.054 0.060
H -0.068 0.124 0.124
H 0.023 -0.064 0.020
H 0.069 -0.019 -0.002
H -0.040 0.041 -0.003
H -0.120 0.073 -0.185
H -0.167 0.018 -0.098
H 0.061 0.066 0.043
H 0.020 -0.008 0.099
H 0.041 0.012 0.058
H 0.022 -0.014 -0.040
H -0.096 -0.018 0.023
H -0.016 -0.021 -0.027
H -0.066 -0.068 -0.006
H -0.076 -0.034 -0.012
H 0.069 -0.062 -0.012
H -0.001 0.010 -0.036
H 0.095 -0.014 -0.024



(2)
Computed, not measured: C15H23NO2 in the gas phase, with ωB97M-V/def2-TZVPD.

Its multiplicity is 1. The SMILES is CCOc1ccccc1OCCNC1CCCC1. As for the total charge: 0. The value obtained for the energy above the lowest of the compared OMol25 structures with the same formula, charge and spin is 44.09 kcal/mol. The value obtained for the highest occupied orbital energy is -0.296 Eh.

Atoms and positions in Å:
C: 1.322 -2.396 -4.131
C: 0.420 -1.873 -3.023
O: 0.995 -2.279 -1.792
C: 0.317 -2.187 -0.618
C: 0.968 -2.791 0.460
C: 0.424 -2.794 1.727
C: -0.811 -2.210 1.941
C: -1.469 -1.605 0.888
C: -0.916 -1.553 -0.389
O: -1.591 -0.942 -1.432
C: -2.080 0.368 -1.217
C: -0.975 1.440 -1.355
N: 0.145 1.335 -0.448
C: -0.128 1.589 0.955
C: 1.065 1.172 1.820
C: 0.962 2.086 3.034
C: 0.610 3.437 2.412
C: -0.313 3.098 1.231
H: 0.928 -2.097 -5.098
H: 1.377 -3.480 -4.087
H: 2.325 -1.994 -4.014
H: -0.590 -2.283 -3.124
H: 0.361 -0.779 -3.072
H: 1.922 -3.252 0.261
H: 0.958 -3.261 2.540
H: -1.266 -2.224 2.920
H: -2.443 -1.168 1.053
H: -2.828 0.525 -1.999
H: -2.572 0.460 -0.245
H: -0.572 1.390 -2.372
H: -1.441 2.420 -1.220
H: 0.591 0.429 -0.548
H: -1.019 1.043 1.312
H: 1.038 0.113 2.073
H: 1.985 1.381 1.272
H: 1.882 2.120 3.615
H: 0.154 1.747 3.685
H: 0.134 4.109 3.125
H: 1.519 3.916 2.050
H: -0.035 3.666 0.344
H: -1.352 3.323 1.468

Forces on the atoms, in the same order (eV/Å):
C -0.164 0.093 0.441
C -0.108 0.029 -0.654
O 0.098 0.040 0.194
C -0.101 -0.027 0.157
C -0.076 0.084 -0.102
C 0.037 -0.044 -0.010
C -0.058 0.039 0.055
C -0.049 -0.004 -0.100
C 0.027 -0.037 -0.121
O 0.254 -0.386 0.211
C 0.158 0.694 0.047
C -0.235 -0.395 -0.104
N 0.220 -0.277 -0.031
C 0.102 0.081 0.003
C -0.263 -0.067 0.104
C 0.125 0.007 -0.085
C -0.082 0.025 0.139
C -0.116 -0.036 0.021
H -0.025 0.030 -0.119
H 0.012 -0.110 -0.043
H 0.115 0.038 -0.047
H 0.148 0.106 0.030
H -0.069 -0.161 0.034
H 0.111 -0.055 -0.040
H 0.055 -0.055 0.065
H -0.047 0.000 0.085
H -0.062 0.054 -0.031
H 0.009 0.024 0.117
H -0.031 -0.070 -0.070
H -0.140 0.077 -0.005
H -0.030 0.041 -0.101
H 0.005 0.102 -0.023
H 0.096 0.042 -0.017
H 0.042 -0.074 -0.048
H 0.079 0.009 -0.071
H -0.008 -0.030 0.102
H -0.022 -0.026 0.084
H 0.068 0.094 0.006
H 0.035 0.052 0.017
H -0.064 0.027 -0.070
H -0.044 0.067 -0.019



(3)
Computed, not measured: C15H23NO2 in the gas phase, with ωB97M-V/def2-TZVPD.

Its multiplicity is 1. The SMILES is CCOc1ccc(OCCNC2CCCC2)cc1. As for the total charge: 0. The value obtained for the energy above the lowest of the compared OMol25 structures with the same formula, charge and spin is 41.74 kcal/mol. The value obtained for the highest occupied orbital energy is -0.291 Eh.

Atoms and positions in Å:
C: 0.688 6.892 -0.308
C: 1.151 5.448 -0.426
O: 0.008 4.648 -0.647
C: 0.168 3.303 -0.805
C: -1.002 2.573 -1.033
C: -0.955 1.211 -1.206
C: 0.264 0.528 -1.158
O: 0.196 -0.823 -1.342
C: 1.377 -1.585 -1.227
C: 1.007 -3.073 -1.379
N: 0.483 -3.739 -0.215
C: -0.800 -3.297 0.297
C: -0.745 -2.153 1.336
C: -1.780 -2.523 2.393
C: -1.646 -4.040 2.486
C: -1.505 -4.469 1.026
C: 1.425 1.250 -0.931
C: 1.378 2.627 -0.756
H: 1.540 7.542 -0.133
H: 0.188 7.196 -1.224
H: -0.013 6.990 0.517
H: 1.855 5.344 -1.264
H: 1.658 5.137 0.499
H: -1.939 3.104 -1.070
H: -1.855 0.643 -1.383
H: 1.853 -1.413 -0.251
H: 2.086 -1.302 -2.018
H: 1.904 -3.617 -1.689
H: 0.263 -3.149 -2.176
H: 1.171 -3.764 0.531
H: -1.391 -2.986 -0.567
H: -0.935 -1.180 0.888
H: 0.248 -2.131 1.795
H: -1.602 -2.022 3.344
H: -2.780 -2.260 2.045
H: -0.744 -4.295 3.045
H: -2.497 -4.509 2.977
H: -2.489 -4.639 0.590
H: -0.922 -5.382 0.914
H: 2.386 0.761 -0.891
H: 2.304 3.152 -0.583

Forces on the atoms, in the same order (eV/Å):
C 0.021 -0.456 -0.051
C 0.225 0.263 0.058
O -0.190 -0.026 -0.027
C 0.053 -0.173 -0.019
C 0.145 0.117 0.036
C 0.153 -0.111 0.003
C 0.025 0.149 0.045
O -0.220 0.107 -0.030
C 0.207 -0.420 -0.168
C 0.202 0.498 0.095
N 0.212 -0.126 0.006
C -0.038 -0.157 0.089
C -0.249 0.069 -0.067
C 0.166 -0.024 0.121
C -0.223 0.018 -0.042
C -0.037 0.037 0.128
C -0.068 -0.455 -0.066
C -0.105 0.450 0.046
H 0.072 0.087 0.019
H -0.031 0.075 -0.080
H -0.049 0.056 0.088
H -0.055 -0.056 0.114
H -0.026 -0.029 -0.136
H -0.128 0.059 -0.008
H -0.126 -0.064 -0.023
H -0.016 0.010 -0.075
H -0.041 0.043 0.076
H -0.040 0.083 -0.097
H 0.111 -0.012 -0.085
H -0.024 -0.032 -0.075
H 0.016 0.002 0.029
H 0.117 0.058 -0.007
H 0.061 0.014 -0.011
H -0.087 0.064 0.024
H -0.088 0.036 0.016
H 0.040 -0.020 0.072
H 0.036 -0.060 0.099
H -0.070 -0.055 -0.018
H -0.052 -0.023 -0.096
H 0.053 -0.077 0.002
H 0.047 0.080 0.016



(4)
Computed, not measured: C15H23NO3 in the gas phase, with ωB97M-V/def2-TZVPD.

Its multiplicity is 1. The SMILES is CCCCCCOC(=O)NC[C@@H](O)c1ccccc1. As for the total charge: 0. The value obtained for the energy above the lowest of the compared OMol25 structures with the same formula, charge and spin is 26.44 kcal/mol. The value obtained for the highest occupied orbital energy is -0.338 Eh.

Atoms and positions in Å:
C: -2.868 2.283 -0.745
C: -2.881 3.309 -1.872
C: -1.793 4.378 -1.753
C: -0.366 3.823 -1.854
C: 0.295 3.617 -0.490
C: 1.601 2.837 -0.609
O: 1.391 1.534 -1.153
C: 0.890 0.613 -0.308
O: 0.671 0.795 0.867
N: 0.614 -0.538 -0.974
C: 0.309 -1.737 -0.233
C: 1.587 -2.470 0.247
O: 2.507 -1.564 0.801
C: 1.186 -3.574 1.201
C: 0.785 -3.272 2.497
C: 0.410 -4.280 3.367
C: 0.422 -5.600 2.950
C: 0.815 -5.908 1.659
C: 1.197 -4.900 0.791
H: -1.957 1.689 -0.762
H: -3.712 1.603 -0.848
H: -2.944 2.776 0.222
H: -3.853 3.809 -1.881
H: -2.770 2.793 -2.829
H: -1.952 5.102 -2.555
H: -1.910 4.909 -0.807
H: -0.383 2.871 -2.388
H: 0.256 4.508 -2.435
H: 0.512 4.583 -0.031
H: -0.370 3.069 0.176
H: 2.289 3.320 -1.306
H: 2.072 2.740 0.374
H: 1.019 -0.633 -1.892
H: -0.296 -2.403 -0.850
H: -0.272 -1.427 0.640
H: 2.107 -2.902 -0.616
H: 2.050 -1.008 1.446
H: 0.770 -2.245 2.834
H: 0.104 -4.033 4.374
H: 0.129 -6.386 3.630
H: 0.829 -6.936 1.328
H: 1.510 -5.145 -0.214

Forces on the atoms, in the same order (eV/Å):
C -0.086 0.093 -0.229
C 0.037 0.133 0.201
C -0.013 -0.167 -0.299
C -0.075 0.162 0.255
C 0.242 -0.352 -0.376
C -0.049 0.453 0.512
O -0.055 -0.277 -0.136
C -0.054 -0.096 -0.482
O 0.040 0.136 0.469
N 0.023 -0.035 -0.294
C 0.323 0.000 0.179
C -0.460 -0.101 -0.140
O 0.176 0.176 0.232
C 0.169 -0.023 -0.160
C 0.011 -0.025 -0.080
C -0.032 0.078 0.076
C -0.011 -0.106 0.006
C -0.044 -0.126 0.021
C -0.021 0.134 0.011
H 0.117 -0.110 0.075
H -0.035 -0.104 0.056
H 0.020 0.000 0.152
H -0.024 -0.036 -0.084
H -0.043 0.036 -0.067
H -0.015 0.074 0.064
H -0.035 0.109 0.045
H 0.021 -0.021 -0.085
H 0.041 -0.048 -0.066
H -0.015 0.032 0.067
H -0.001 0.059 0.092
H -0.037 -0.047 0.070
H 0.017 0.026 -0.190
H -0.027 0.097 0.051
H -0.017 0.007 0.099
H -0.018 -0.152 -0.107
H -0.120 -0.017 0.086
H 0.034 0.071 -0.080
H -0.001 0.119 0.051
H -0.024 0.018 0.083
H -0.019 -0.062 0.054
H 0.004 -0.086 -0.020
H 0.059 -0.020 -0.111



Number 1: Kohn-Sham gap 0.3308 Ha. Number 2: Kohn-Sham gap 0.3276 Ha. Number 3: Kohn-Sham gap 0.3222 Ha. Number 4: Kohn-Sham gap 0.3685 Ha.